No. 1
{"formula": "C3H5NO2", "method": "ωB97M-V with the def2-TZVPD basis set", "orbital_gap_ev": 10.08, "charge": 0, "lumo_ev": -0.5098, "multiplicity": 1, "species": ["N", "C", "C", "O", "C", "O", "H", "H", "H", "H", "H"], "xyz": [[-1.39882, -0.83802, -0.02201], [-0.30219, -0.23036, 0.11233], [0.13994, 1.19661, -0.14794], [1.13588, 1.07796, 0.89679], [0.83793, -0.23281, 1.10661], [1.29858, -0.98073, 1.89840], [-1.40964, -1.73154, 0.47465], [-0.51620, -0.90810, -1.54107], [0.24487, -0.70534, -1.83980], [0.61871, 1.47456, -1.07677], [-0.64906, 1.87777, 0.13882]], "atomic_forces_ev_per_a": [[0.3251, 0.2379, 1.0101], [-1.3556, 0.7187, 1.9909], [-0.5028, 0.3253, -0.4123], [-0.0258, -0.2562, -0.0196], [0.4033, -0.8539, 0.9506], [0.1436, -0.0929, -0.0302], [0.0511, 0.1861, 0.1663], [3.1104, 0.4193, -2.7693], [-1.9472, -0.9328, -0.5317], [-0.1355, -0.1489, -0.3130], [-0.0664, 0.3974, -0.0417]]}

---

No. 2
{"formula": "CH6O2", "method": "ωB97M-V with the def2-TZVPD basis set", "orbital_gap_ev": 11.13, "charge": 0, "lumo_ev": 0.6142, "smiles": "CO.O", "multiplicity": 1, "species": ["C", "O", "H", "H", "H", "H", "O", "H", "H"], "xyz": [[0.99844, 0.56114, -0.06661], [1.76589, -0.67305, -0.22546], [1.61939, 1.33775, -0.50993], [0.08778, 0.49809, -0.69876], [0.78541, 0.79844, 1.03121], [1.36500, -1.25049, 0.49644], [-2.23629, -0.11976, -0.15358], [-1.46226, -0.45221, 0.29110], [-2.92337, -0.69991, -0.16441]], "atomic_forces_ev_per_a": [[0.2190, -0.3701, -0.0509], [-1.6866, -0.3498, 2.2304], [-0.0455, 0.1667, 0.2743], [0.3044, 0.1433, 0.6810], [0.1894, -0.2717, -1.5256], [1.1364, 0.7135, -1.6287], [2.6365, 3.3111, -0.4061], [-0.1091, -0.5204, 0.2051], [-2.6445, -2.8225, 0.2205]]}

---

No. 3
{"formula": "C10H37O10", "method": "ωB97M-V with the def2-TZVPD basis set", "orbital_gap_ev": 4.08, "charge": -3, "lumo_ev": 6.0950, "multiplicity": 1, "species": ["C", "O", "H", "H", "H", "C", "O", "H", "H", "H", "C", "O", "H", "H", "H", "C", "O", "H", "H", "H", "H", "C", "O", "H", "H", "H", "H", "C", "O", "H", "H", "H", "H", "C", "O", "H", "H", "H", "H", "C", "O", "H", "H", "H", "H", "C", "O", "H", "H", "H", "H", "C", "O", "H", "H", "H", "H"], "xyz": [[1.27938, -4.18882, -2.47938], [0.59041, -5.38219, -2.72199], [1.87325, -4.30556, -1.55887], [1.96378, -3.88361, -3.30004], [0.53210, -3.37891, -2.42000], [0.62791, -0.14224, 0.10803], [0.97658, 0.09393, 1.43820], [0.72835, 0.74119, -0.54755], [1.21657, -0.94220, -0.36880], [-0.45335, -0.37637, 0.04784], [0.54135, 4.56011, -1.17734], [0.73369, 4.96661, 0.12578], [0.13678, 3.52800, -1.20416], [-0.21367, 5.18792, -1.70420], [1.46578, 4.59015, -1.79221], [3.27903, 0.82519, -2.20385], [4.39800, 0.95176, -3.10868], [2.69388, -0.04961, -2.49531], [3.71053, 0.59868, -1.22904], [2.62930, 1.69319, -2.23125], [5.02269, 0.26032, -2.88932], [0.06067, 0.65516, 5.99011], [0.36738, 0.73987, 4.61273], [0.53762, -0.23699, 6.41106], [0.47368, 1.55562, 6.44454], [-1.02349, 0.61467, 6.14474], [0.05501, -0.06681, 4.16371], [-2.33362, 2.32834, 1.07239], [-1.57895, 3.34412, 1.74211], [-2.20530, 2.51863, 0.00367], [-1.95862, 1.33960, 1.32864], [-3.35645, 2.34470, 1.47624], [-2.11052, 4.13167, 1.60162], [0.16964, 0.51655, -3.65579], [-0.20422, 1.13623, -4.89522], [-0.75336, 0.16872, -3.19238], [0.82875, -0.34764, -3.74593], [0.62319, 1.27275, -3.01781], [0.37373, 1.88904, -5.02842], [-2.02480, -1.10532, 2.68494], [-0.76143, -1.52709, 3.14813], [-2.19144, -0.06056, 2.96360], [-2.15373, -1.13743, 1.60007], [-2.80002, -1.73977, 3.12003], [-0.07654, -1.33656, 2.47775], [-3.89727, -0.51680, -1.59873], [-4.68841, -1.51648, -2.23126], [-4.54962, 0.01336, -0.90133], [-3.05366, -0.97737, -1.08585], [-3.44656, 0.12434, -2.35930], [-5.04369, -1.22760, -3.06975], [2.20367, -3.39023, 1.45802], [2.45228, -2.31496, 2.35459], [2.53842, -3.18989, 0.43621], [2.70859, -4.27888, 1.83963], [1.12461, -3.55775, 1.37453], [1.96210, -1.51278, 2.04484]], "atomic_forces_ev_per_a": [[-1.4275, -1.8340, -0.5403], [0.5872, 0.3173, -0.2462], [0.1864, 0.6833, 0.2001], [0.3385, 0.0481, -0.0941], [0.3347, 0.5635, 0.5125], [0.0334, 0.5242, 1.2898], [-0.0545, -1.3462, -0.3029], [0.1980, 0.2734, 0.0079], [-0.1556, -0.2932, -0.2010], [-0.1975, -0.4373, -0.4600], [-0.0848, 0.5118, 2.0887], [0.0382, 0.3104, -1.0420], [0.0283, -0.3512, -0.4062], [-0.1599, 0.1181, -0.4918], [0.1627, -0.1388, -0.3843], [0.6707, -1.2946, -0.0529], [-0.1626, 0.6401, -0.4432], [-0.1229, 0.0734, 0.0723], [-0.6011, 0.4692, 0.3505], [0.4194, 0.2602, 0.1417], [-0.0744, -0.1151, 0.0713], [0.2717, -0.2163, -1.1665], [-0.1404, 0.0679, 0.4797], [-0.1060, 0.0238, 0.3964], [-0.0767, -0.0268, 0.2238], [-0.0550, 0.0021, 0.2889], [0.0938, 0.1525, -0.1869], [0.5671, 0.4241, 0.6407], [-0.6878, -0.6136, 0.3354], [-0.6008, -0.3878, -0.1299], [0.5143, 0.1861, -0.1136], [-0.2906, 0.0179, -0.6602], [0.5679, 0.3470, -0.0509], [-0.4675, 0.3789, 0.2783], [0.0956, -0.2813, -0.3345], [0.0769, 0.0194, 0.1190], [0.0747, 0.1056, -0.3785], [-0.0606, -0.2235, 0.2435], [0.0598, -0.0054, 0.0437], [0.1419, 0.4360, -0.0837], [-0.3078, -0.6027, 0.2508], [-0.1741, 0.0072, 0.1633], [0.3136, -0.2165, -0.0673], [0.0055, -0.0090, 0.1560], [0.2641, 0.8694, -0.4191], [-0.0360, 0.0245, -0.5423], [-0.1583, -0.8932, 0.1821], [0.4153, 0.3544, 0.0434], [-0.2287, -0.1742, 0.1513], [-0.1479, 0.3616, 0.2481], [0.1895, 0.3432, -0.0543], [-0.4377, 0.7789, 0.0781], [0.1649, -0.2083, -0.1230], [0.2202, 0.0203, 0.0468], [-0.0748, -0.0496, 0.0016], [0.0216, -0.3535, 0.0498], [0.0354, 0.3581, -0.1796]]}

---

No. 4
{"formula": "C28H42N4O4P2", "method": "ωB97M-V with the def2-TZVPD basis set", "orbital_gap_ev": 6.55, "charge": 0, "lumo_ev": -1.6557, "smiles": "CCCCCCCc1c(P(N)O)c(P(=O)(O)O)c2nc(CCCCCN)cnc2c1Cc1ccc(C)cc1", "multiplicity": 1, "species": ["C", "C", "C", "C", "C", "C", "C", "C", "C", "P", "N", "O", "C", "P", "O", "O", "O", "C", "N", "C", "C", "C", "C", "C", "C", "N", "C", "N", "C", "C", "C", "C", "C", "C", "C", "C", "C", "C", "H", "H", "H", "H", "H", "H", "H", "H", "H", "H", "H", "H", "H", "H", "H", "H", "H", "H", "H", "H", "H", "H", "H", "H", "H", "H", "H", "H", "H", "H", "H", "H", "H", "H", "H", "H", "H", "H", "H", "H", "H", "H"], "xyz": [[-0.12483, -4.68328, 2.20389], [-0.72333, -4.07278, 3.64095], [-0.69349, -2.44180, 3.47860], [0.01375, -1.63069, 4.71522], [-0.42213, -0.01831, 4.78466], [0.63310, 0.87167, 3.90088], [-0.07027, 2.00660, 2.93156], [0.38924, 1.82619, 1.33919], [1.69707, 2.62748, 0.67085], [2.79466, 3.76798, 1.73718], [2.87487, 3.20483, 3.46520], [4.50385, 3.66622, 1.26062], [1.92138, 2.33891, -0.96436], [3.37952, 3.30712, -1.82163], [4.78371, 2.56008, -1.55517], [3.46461, 4.99264, -1.26259], [3.22473, 3.42117, -3.55085], [0.94939, 1.27901, -1.82114], [1.30295, 1.08304, -3.26693], [0.43967, 0.09021, -3.98085], [0.77684, -0.24145, -5.57875], [1.37952, -1.80153, -5.56559], [3.00229, -1.86948, -5.34268], [3.47561, -2.30746, -3.83341], [2.83118, -3.71303, -3.28532], [3.83557, -4.34047, -2.29914], [-0.79072, -0.65591, -3.22028], [-1.24476, -0.49202, -1.79596], [-0.30147, 0.48376, -1.14837], [-0.58059, 0.78938, 0.47194], [-1.89017, 0.02887, 1.18265], [-3.30945, 0.81953, 0.92617], [-3.45853, 2.33435, 0.28738], [-4.98977, 2.98317, 0.12209], [-6.36102, 2.18719, 0.54240], [-7.89856, 2.78723, 0.41729], [-6.22490, 0.66288, 1.18674], [-4.71528, 0.03865, 1.37031], [1.05363, -4.59527, 2.15875], [-0.52562, -5.77253, 2.05456], [-0.52037, -4.00152, 1.30816], [-1.83806, -4.43567, 3.71806], [-0.10048, -4.44055, 4.56261], [-0.14803, -2.07546, 2.48326], [-1.81832, -2.07033, 3.35743], [-0.17380, -2.13244, 5.75572], [1.18470, -1.64510, 4.50174], [-0.32273, 0.27749, 5.92999], [-1.55920, 0.15171, 4.50069], [1.35399, 1.41229, 4.68093], [1.30833, 0.15416, 3.23092], [0.24498, 3.08361, 3.33924], [-1.25686, 1.98437, 3.06120], [3.20403, 2.19899, 3.37846], [3.70849, 3.69010, 3.91547], [5.08042, 3.57189, 2.09607], [4.00224, 5.54274, -1.90604], [2.26312, 3.69742, -3.74854], [1.64789, 0.48182, -5.88130], [-0.19140, -0.13712, -6.23619], [1.14591, -2.36684, -6.57868], [0.82407, -2.40833, -4.72068], [3.49260, -2.64394, -6.09026], [3.52999, -0.82591, -5.57644], [3.32638, -1.41456, -3.08709], [4.65388, -2.48825, -3.89743], [1.85238, -3.49128, -2.66990], [2.63228, -4.50760, -4.14317], [3.45334, -5.23212, -1.90344], [3.98594, -3.64147, -1.52837], [-1.43000, -1.41578, -3.88396], [-1.99407, -1.05673, 0.69714], [-1.75755, -0.13107, 2.33378], [-2.49650, 2.93578, -0.00791], [-5.09662, 4.06960, -0.30700], [-8.04283, 3.50489, 1.34496], [-8.09453, 3.40015, -0.56105], [-8.66822, 1.89182, 0.56670], [-7.15067, 0.01969, 1.54817], [-4.63697, -1.02857, 1.86068]], "atomic_forces_ev_per_a": [[-0.3508, 0.5631, 0.1737], [0.3024, 0.3090, -1.6089], [-0.5131, 0.8635, 0.2749], [0.2469, 0.4508, -0.4071], [0.4787, -0.7491, 0.7468], [0.2480, 0.0927, 0.2198], [0.2987, 0.7267, 0.0190], [-1.2880, -1.4961, -2.4126], [-2.3545, -4.6140, -3.2686], [1.6270, 1.6951, 0.5140], [1.6147, -1.5428, -1.7322], [-1.3295, -0.6452, 2.1004], [-2.3699, -0.3531, 2.7297], [5.8484, -1.3973, -0.4905], [-5.8039, 2.9086, -1.0249], [-0.4816, -2.6196, -1.8467], [-2.4317, 0.7149, 3.2044], [-0.2906, -0.2030, -0.2621], [-4.6543, -3.3879, 1.5644], [0.0595, 1.6383, 2.9749], [0.5064, -0.6644, 1.9442], [-0.0844, -0.2932, -0.4385], [0.6914, 0.0268, 0.2907], [0.8679, -0.2542, -0.4893], [0.0445, 0.2200, 0.6752], [-1.0086, 0.6596, -0.1980], [0.2538, 0.9843, 1.5990], [5.9874, 2.9250, -4.4992], [0.3788, 0.9526, 2.1163], [2.2773, 1.9261, -0.4687], [-0.1100, 0.1720, -0.8605], [-3.7734, 1.9694, -0.5054], [-3.4588, -2.7449, 1.5767], [0.0583, -3.2889, 1.3902], [2.9722, -2.0257, 0.5085], [0.8663, -0.1481, 1.0596], [4.3538, 2.1293, -1.0243], [-0.7019, 3.0458, -1.2623], [-2.4469, -0.4467, 0.2120], [1.1157, 1.9974, 0.1631], [0.6799, -1.5825, 1.9745], [2.2545, 0.7225, 0.0957], [-1.2245, 0.7074, -1.8175], [-1.0933, -1.0615, 2.0644], [2.3289, -0.7506, 0.3819], [0.2037, 0.8295, -2.0489], [-2.4178, -0.0673, 0.6912], [-0.2481, -0.4292, -2.4607], [2.3740, -0.4130, 0.3858], [-1.5280, -1.1142, -1.8926], [-1.5315, 1.5073, 1.4086], [-0.5373, -2.3742, -1.1671], [2.6327, -0.1515, -0.6671], [-0.5651, 1.2022, 0.5566], [-1.4880, -0.4176, -0.8715], [-1.4612, 0.0226, -1.8888], [-0.7756, -1.2640, 0.8676], [1.9804, -0.6547, 0.2479], [-1.9560, -1.2669, 0.4510], [2.0041, -0.1464, 1.3886], [0.3100, 1.4111, 1.9898], [1.1665, 1.2011, -1.6703], [-1.1990, 1.5145, 1.4699], [-1.3244, -2.1683, 0.4563], [0.0451, -1.8158, -1.3101], [-2.5402, 0.3675, 0.1841], [1.4703, -0.3745, -1.6366], [0.3675, 1.8660, 1.7066], [0.3566, 1.3714, -0.3536], [-0.2901, -1.1957, -0.9060], [1.4920, 1.8563, 1.7332], [0.3005, 2.4864, 0.9489], [-0.0047, 0.5428, -2.3164], [-2.1827, -1.2703, 0.5890], [0.2765, -2.3988, 0.9055], [0.2112, -1.3518, -1.9475], [0.4571, -1.3942, 1.8628], [1.7553, 1.9920, -0.5915], [2.1274, 1.6314, -0.9320], [-0.0727, 2.3339, -1.1392]]}

---

What did we get for relative energy (zero: lowest compared OMol25 entry of this formula, charge and spin)? Answer: 95.1, 12.9, 0.0, 611.6 kcal/mol, in the order shown.